Model one:
# C2H3N2OP

One molecule with the formula C2H3N2OP (the ωB97M-V functional and the def2-TZVPD basis, the OMol25 dataset).

Summary:
Molar mass, g mol⁻¹: 102.033
Charge: 0
Kohn-Sham gap, eV: 10.320

Each line ends with the Mulliken charge.
Geometry (Å):
C -0.31 0.32 -1.82  0.135
C 0.20 0.00 0.20  0.460
N -0.99 1.17 -1.13  -0.350
N -0.69 0.94 0.16  -0.260
O 0.46 -0.48 -1.07  -0.260
P 1.03 -0.85 1.59  -0.237
H -0.33 0.29 -2.98  0.339
H -0.07 -1.56 2.51  0.085
H 0.70 0.17 2.55  0.088

=====

Model two:
# C2H3N2OP

One molecule with the formula C2H3N2OP (the ωB97M-V functional and the def2-TZVPD basis, the OMol25 dataset).

Summary:
Molar mass, g mol⁻¹: 102.033
Charge: 0
Kohn-Sham gap (alpha / beta), eV: 9.217 / 8.211

Each line ends with the Mulliken charge.
Geometry (Å):
C 2.47 0.46 -0.38  0.137
C 0.35 -0.58 -0.17  0.574
N 3.07 -0.58 -0.23  -0.402
N 0.82 -1.65 0.10  -0.434
O 1.00 0.63 -0.36  -0.293
P -1.40 -0.33 -0.60  -0.108
H 2.79 1.44 -0.59  0.380
H -1.69 0.03 0.67  0.061
H -1.97 -1.64 -0.46  0.086

=====

Model three:
# C2H3N2OP

A 2-piece molecular cluster, C2H3N2OP overall (the ωB97M-V functional and the def2-TZVPD basis, the OMol25 dataset).

Summary:
Molar mass, g mol⁻¹: 102.033
Charge: 0
Kohn-Sham gap, eV: 9.198

Each line ends with the Mulliken charge.
Geometry (Å):
C 2.57 -0.72 0.00  0.129
C 0.62 -0.03 0.03  0.136
N 2.60 0.57 0.19  -0.331
N 1.36 1.00 0.19  -0.283
O 1.32 -1.20 -0.09  -0.253
P -1.89 -0.27 0.22  0.054
H 3.42 -1.45 -0.13  0.337
H -2.23 -0.30 -1.17  0.098
H -2.17 1.12 0.35  0.113

=====

Going by the computed energies, the most stable comes first: model one, model three, model two.

=====

Model one:
# C5H13NO2

A 2-piece molecular cluster, C5H13NO2 overall (the ωB97M-V functional and the def2-TZVPD basis, the OMol25 dataset).

Summary:
Molar mass, g mol⁻¹: 119.164
Charge: 0
Kohn-Sham gap, eV: 9.308

Each line ends with the Mulliken charge.
Geometry (Å):
C 2.28 0.11 -0.39  -0.637
N 0.96 -0.32 -0.76  -0.290
C 0.32 -1.37 0.00  -0.327
C -0.97 -1.85 -0.64  -0.802
C -2.13 -0.92 -0.52  0.024
O -2.04 0.26 -0.28  -0.471
C 2.36 1.08 0.79  -0.967
H 2.94 -0.74 -0.18  0.359
H 2.74 0.61 -1.24  0.328
H 0.36 0.46 -1.02  0.218
H 0.04 -1.05 1.01  0.216
H 1.00 -2.22 0.04  0.375
H -0.91 -2.19 -1.68  0.353
H -1.24 -2.76 -0.09  0.352
H -3.12 -1.39 -0.62  0.345
H 1.76 0.72 1.64  0.270
H 3.39 1.16 1.16  0.358
H 2.00 2.08 0.55  0.273
H -1.71 1.95 1.76  0.303
H -0.98 2.15 0.44  0.335
O -0.98 2.46 1.36  -0.613

=====

Model two:
# C5H13NO2

A 2-piece molecular cluster, C5H13NO2 overall (the ωB97M-V functional and the def2-TZVPD basis, the OMol25 dataset).

Summary:
Molar mass, g mol⁻¹: 119.164
Charge: 0
Kohn-Sham gap, eV: 10.692

Each line ends with the Mulliken charge.
Geometry (Å):
C -1.44 1.02 0.46  -0.350
O 0.01 1.21 0.38  -0.545
C -1.99 0.57 -0.90  -0.552
C -1.69 1.59 -2.02  -1.039
H -1.84 2.02 0.67  0.349
H -1.68 0.25 1.26  0.221
H -3.09 0.56 -0.86  0.322
H -1.61 -0.37 -1.15  0.373
H -1.77 1.10 -2.97  0.319
H -0.64 1.93 -1.94  0.272
H -2.37 2.45 -1.99  0.330
O 3.78 -1.35 1.45  -0.498
C 2.68 -1.31 1.99  0.057
C 1.38 -1.36 1.20  -0.180
N 1.60 -1.40 -0.27  -0.617
H 2.57 -1.28 3.07  0.356
H 0.83 -2.27 1.54  0.318
H 0.72 -0.51 1.44  0.088
H 1.73 -2.38 -0.70  0.250
H 0.36 0.49 -0.18  0.301
H 2.46 -0.93 -0.48  0.225

=====

Going by the computed energies, the most stable comes first: model one, model two.

=====

Model one:
# C5H13NO2

One molecule with the formula C5H13NO2 (the ωB97M-V functional and the def2-TZVPD basis, the OMol25 dataset).

Summary:
Molar mass, g mol⁻¹: 119.164
Charge: 0
Kohn-Sham gap, eV: 9.161

Each line ends with the Mulliken charge.
Geometry (Å):
C -1.58 -0.63 -1.99  -0.902
N -0.41 -0.92 -1.05  -0.231
C 0.21 0.19 -0.33  -0.202
C 0.53 -0.18 1.13  -0.827
C -0.72 0.10 1.87  -0.228
O -1.56 -1.08 2.09  -0.571
C 1.60 0.68 -1.10  -0.723
O 1.92 1.87 -0.44  -0.533
H -1.55 -1.34 -2.83  0.321
H -2.49 -0.82 -1.32  0.262
H -1.67 0.33 -2.41  0.305
H 0.27 -1.64 -1.41  0.276
H -0.51 0.96 -0.32  0.538
H 1.06 -1.19 1.40  0.358
H 1.43 0.31 1.60  0.299
H -0.60 0.54 2.90  0.247
H -1.42 0.71 1.31  0.198
H -1.20 -1.90 1.67  0.319
H 2.32 0.04 -0.85  0.421
H 1.37 0.88 -2.16  0.363
H 2.65 2.32 -0.91  0.309

=====

Model two:
# C5H13NO2

A 2-piece molecular cluster, C5H13NO2 overall (the ωB97M-V functional and the def2-TZVPD basis, the OMol25 dataset).

Summary:
Molar mass, g mol⁻¹: 119.164
Charge: 0
Kohn-Sham gap, eV: 10.097

Each line ends with the Mulliken charge.
Geometry (Å):
C 0.53 -1.39 -0.26  -0.091
N 0.34 -0.16 -0.85  0.206
C 1.27 0.89 -0.45  -0.682
C 0.84 1.51 0.88  -0.862
C -0.89 0.10 -1.57  -0.676
C -2.20 0.21 -0.80  -0.947
O -0.42 -2.06 0.11  -0.568
H 1.58 -1.72 -0.31  0.398
H 2.27 0.46 -0.37  0.358
H 1.39 1.65 -1.22  0.346
H -0.16 1.92 0.70  0.231
H 0.79 0.73 1.63  0.246
H 1.44 2.36 1.22  0.392
H -0.92 -0.64 -2.39  0.394
H -0.73 1.03 -2.11  0.362
H -2.02 0.58 0.20  0.263
H -2.65 -0.77 -0.66  0.280
H -2.89 0.86 -1.30  0.355
H 1.55 -2.16 2.52  0.304
H 0.06 -1.80 2.22  0.343
O 0.82 -1.61 2.80  -0.653

=====

Going by the computed energies, the most stable comes first: model two, model one.

=====

Model one:
# C5H13NO2

A 2-piece molecular cluster, C5H13NO2 overall (the ωB97M-V functional and the def2-TZVPD basis, the OMol25 dataset).

Summary:
Molar mass, g mol⁻¹: 119.164
Charge: 0
Kohn-Sham gap, eV: 8.900

Each line ends with the Mulliken charge.
Geometry (Å):
C -0.23 -2.01 1.12  -0.933
N 0.21 -0.94 0.21  -0.362
C -0.22 0.44 0.56  0.156
C 1.20 1.21 0.54  -0.721
C 1.51 1.55 2.00  -0.074
O 2.59 1.35 2.49  -0.485
C -1.17 1.13 -0.43  -1.307
H 0.49 -2.13 1.95  0.245
H -0.08 -2.98 0.67  0.336
H -1.18 -1.66 1.54  0.311
H 0.11 -1.15 -0.77  0.231
H -0.65 0.35 1.56  0.676
H 1.89 0.52 0.07  0.290
H 1.16 2.15 -0.01  0.380
H 0.64 2.00 2.50  0.360
H -1.48 0.42 -1.21  0.279
H -2.13 1.26 0.06  0.275
H -0.69 1.97 -0.90  0.347
H -0.75 -0.36 -4.25  0.320
H -0.32 -1.91 -3.94  0.318
O -0.92 -1.18 -3.76  -0.642

=====

Model two:
# C5H13NO2

A 2-piece molecular cluster, C5H13NO2 overall (the ωB97M-V functional and the def2-TZVPD basis, the OMol25 dataset).

Summary:
Molar mass, g mol⁻¹: 119.164
Charge: 0
Kohn-Sham gap, eV: 9.786

Each line ends with the Mulliken charge.
Geometry (Å):
C 1.64 0.74 0.79  -0.509
N 0.92 0.24 -0.40  -0.430
C -0.03 -0.74 0.11  -0.765
C -0.38 -1.81 -0.94  -0.758
C -0.98 -1.26 -2.23  0.031
O -1.39 -0.15 -2.25  -0.580
C 0.83 0.94 2.17  -0.906
H 2.43 0.03 1.11  0.295
H 2.17 1.61 0.37  0.407
H 0.17 0.89 -0.77  0.364
H -0.94 -0.24 0.54  0.345
H 0.39 -1.40 0.92  0.581
H 0.54 -2.49 -0.96  0.325
H -1.17 -2.47 -0.48  0.290
H -1.05 -1.96 -3.10  0.318
H 1.59 0.77 2.99  0.315
H 0.41 1.94 2.12  0.270
H 0.02 0.25 2.25  0.298
H -1.65 2.52 -0.67  0.281
H -1.70 0.99 -1.16  0.487
O -1.81 1.61 -0.40  -0.659

=====

Going by the computed energies, the most stable comes first: model two, model one.

=====

Model one:
# C2H7N3

One molecule with the formula C2H7N3 (the ωB97M-V functional and the def2-TZVPD basis, the OMol25 dataset).

Summary:
Molar mass, g mol⁻¹: 73.099
Charge: 0
Kohn-Sham gap, eV: 9.665

Each line ends with the Mulliken charge.
Geometry (Å):
C -1.50 0.92 -1.23  -0.693
N 1.37 -0.33 0.35  -0.141
N 1.83 -1.24 1.33  -0.517
C 0.08 0.08 0.32  -0.135
N -0.30 0.16 -0.93  -0.490
H 1.33 -0.36 -0.84  0.399
H 1.09 -1.86 1.66  0.243
H 2.18 -0.72 2.13  0.249
H -0.58 -0.03 1.18  0.329
H -1.26 1.92 -1.60  0.243
H -2.08 0.41 -2.00  0.225
H -2.16 1.06 -0.36  0.287

=====

Model two:
# C2H7N3

One molecule with the formula C2H7N3 (the ωB97M-V functional and the def2-TZVPD basis, the OMol25 dataset).

Summary:
Molar mass, g mol⁻¹: 73.099
Charge: 0
Kohn-Sham gap, eV: 9.752

Each line ends with the Mulliken charge.
Geometry (Å):
C 1.16 -0.07 1.26  -0.890
N 0.27 0.58 0.27  -0.235
C -0.46 -0.19 -0.62  0.369
N -1.67 0.63 -1.11  -0.589
N 0.03 -1.17 -1.34  -0.643
H 2.20 -0.10 0.80  0.263
H 1.20 0.47 2.25  0.284
H 1.00 -1.14 1.22  0.356
H -0.24 1.44 0.59  0.274
H -2.37 0.88 -0.33  0.269
H -2.21 -0.10 -1.62  0.297
H 1.09 -1.23 -1.37  0.246

=====

Model three:
# C2H7N3

A 2-piece molecular cluster, C2H7N3 overall (the ωB97M-V functional and the def2-TZVPD basis, the OMol25 dataset).

Summary:
Molar mass, g mol⁻¹: 73.099
Charge: 0
Kohn-Sham gap, eV: 9.097

Each line ends with the Mulliken charge.
Geometry (Å):
C 0.50 -1.03 0.85  -0.230
C 1.37 1.07 1.65  -0.594
N -1.95 -0.25 -2.61  0.009
N -2.07 0.02 -1.43  -0.438
N 0.69 0.18 0.66  -0.325
H -0.13 -1.43 -0.09  0.139
H 0.69 -1.66 1.68  0.311
H -1.04 -0.40 -3.10  0.224
H 0.62 1.53 2.26  0.233
H 2.05 0.34 2.31  0.232
H 1.99 1.88 1.17  0.214
H -2.72 -0.24 -3.34  0.226

=====

Going by the computed energies, the most stable comes first: model two, model one, model three.

=====

Model one:
# CH4N2O2S

One molecule with the formula CH4N2O2S (the ωB97M-V functional and the def2-TZVPD basis, the OMol25 dataset).

Summary:
Molar mass, g mol⁻¹: 108.122
Charge: 0
Kohn-Sham gap, eV: 8.623

Each line ends with the Mulliken charge.
Geometry (Å):
C -1.45 -0.13 0.21  -0.879
N 1.43 1.93 0.21  -0.411
N 1.45 1.00 -0.48  0.169
O 0.81 -1.04 1.39  -0.565
O 0.58 -1.54 -1.02  -0.606
S 0.35 -0.68 0.08  1.031
H -1.93 -1.03 0.30  0.346
H -1.62 0.54 -0.70  0.292
H -1.75 0.28 1.14  0.360
H 2.13 0.68 -1.13  0.263

=====

Model two:
# CH4N2O2S

A 2-piece molecular cluster, CH4N2O2S overall (the ωB97M-V functional and the def2-TZVPD basis, the OMol25 dataset).

Summary:
Molar mass, g mol⁻¹: 108.122
Charge: 0
Kohn-Sham gap, eV: 10.355

Each line ends with the Mulliken charge.
Geometry (Å):
C 0.04 -1.27 -1.42  -0.172
N 1.01 -1.87 -1.12  -0.145
N 0.69 1.03 0.11  -0.596
O -1.43 1.95 0.95  -0.435
O -1.19 -0.35 0.99  -0.441
S -0.25 0.91 1.33  0.543
H -1.42 1.71 0.01  0.366
H 1.91 -2.33 -1.29  0.282
H -1.04 -0.97 0.24  0.369
H 1.68 1.19 0.20  0.229

=====

Going by the computed energies, the most stable comes first: model two, model one.

=====

Model one:
# CH4N2O2S

One molecule with the formula CH4N2O2S (the ωB97M-V functional and the def2-TZVPD basis, the OMol25 dataset).

Summary:
Molar mass, g mol⁻¹: 108.122
Charge: 0
Kohn-Sham gap, eV: 10.120

Each line ends with the Mulliken charge.
Geometry (Å):
C -0.06 0.80 -0.08  0.483
H -1.89 -1.40 -0.81  0.363
H -2.00 0.90 0.21  0.260
H 0.42 -1.22 0.27  0.319
H 3.05 0.16 0.92  0.127
N -1.36 0.33 -0.30  -0.101
N 0.80 -0.31 0.10  -0.255
O -1.60 -1.02 0.02  -0.461
O 0.21 1.98 -0.08  -0.560
S 2.43 -0.23 -0.24  -0.174

=====

Model two:
# CH4N2O2S

One molecule with the formula CH4N2O2S (the ωB97M-V functional and the def2-TZVPD basis, the OMol25 dataset).

Summary:
Molar mass, g mol⁻¹: 108.122
Charge: 0
Kohn-Sham gap, eV: 9.777

Each line ends with the Mulliken charge.
Geometry (Å):
C -1.10 0.60 -1.12  -0.150
N -0.28 0.98 -0.21  -0.336
N 0.94 -0.75 1.25  -0.490
O 2.25 1.21 -0.04  -0.488
O 1.20 -0.81 -1.67  -0.643
S 1.21 0.27 -0.17  0.927
H -2.06 1.02 -1.24  0.307
H -0.83 -0.17 -1.86  0.295
H 0.36 -1.53 0.98  0.290
H 1.84 -1.03 1.57  0.288

=====

Going by the computed energies, the most stable comes first: model one, model two.

=====

Model one:
# CH4N2O2S

CH4N2O2S as an isolated structure (the ωB97M-V functional and the def2-TZVPD basis, the OMol25 dataset).

Summary:
Molar mass, g mol⁻¹: 108.122
Charge: 0
Kohn-Sham gap, eV: 9.296

Each line ends with the Mulliken charge.
Geometry (Å):
C 1.46 -0.35 -0.14  -0.859
N -2.47 -0.67 -0.09  0.752
N -1.36 -0.73 0.00  -0.237
O -3.58 -0.49 -0.31  -0.536
O 1.02 1.79 1.36  -0.633
S 0.20 0.73 0.75  0.430
H 2.42 -0.16 0.28  0.327
H 1.21 -1.38 -0.18  0.336
H 1.58 -0.16 -1.23  0.300
H -0.48 1.42 -0.43  0.120

=====

Model two:
# CH4N2O2S

One molecule with the formula CH4N2O2S (the ωB97M-V functional and the def2-TZVPD basis, the OMol25 dataset).

Summary:
Molar mass, g mol⁻¹: 108.122
Charge: 0
Kohn-Sham gap, eV: 9.286

Each line ends with the Mulliken charge.
Geometry (Å):
C 0.26 -0.03 -0.11  -0.813
N -1.20 -0.84 1.83  -0.232
N -0.69 0.33 0.94  -0.255
O -2.65 -2.93 1.89  -0.431
O -2.73 -1.53 -0.22  -0.415
S -2.27 -1.74 1.15  0.904
H -0.47 -0.26 -0.90  0.324
H 0.73 0.76 -0.59  0.399
H 1.04 -0.74 0.11  0.279
H -0.39 0.94 1.64  0.240

=====

Going by the computed energies, the most stable comes first: model two, model one.